Formula: C36H96N4O6S6
Source: OMol25
Level of theory: ωB97M-V/def2-TZVPD

For the gap between HOMO and LUMO (spin up / spin down), the calculation gives 8.2 / 3.5 eV. Its expectation value of S² is 0.754. Its max |F| is 4.92 eV/Å. The electronic energy comes out at -122126.8680 eV. As for the total charge: +1. The multiplicity is 2.

Element x y z (Å)
C  -36.13  -13.85  -5.46
C  -36.69  -14.54  -4.24
N  -36.48  -13.68  -2.99
C  -35.16  -13.14  -2.68
C  -34.19  -14.23  -2.45
C  -37.24  -14.37  -1.93
C  -38.76  -14.30  -2.12
H  -36.37  -12.79  -5.39
H  -36.49  -14.38  -6.35
H  -35.04  -13.87  -5.48
H  -37.74  -14.65  -4.52
H  -36.28  -15.54  -4.16
H  -34.68  -12.62  -3.51
H  -35.37  -12.49  -1.84
H  -33.84  -14.62  -3.41
H  -33.22  -13.95  -2.06
H  -34.60  -15.04  -1.85
H  -36.96  -13.88  -1.00
H  -37.01  -15.44  -1.87
H  -39.09  -15.13  -2.74
H  -38.98  -13.33  -2.54
H  -39.46  -14.33  -1.28
C  -33.65  -12.63  -8.15
C  -33.82  -14.00  -8.70
N  -34.71  -13.86  -9.90
C  -33.92  -13.41  -11.06
C  -34.93  -12.80  -12.06
C  -35.72  -14.90  -10.17
C  -36.46  -15.44  -8.93
H  -34.23  -11.86  -8.66
H  -32.60  -12.44  -8.38
H  -33.95  -12.55  -7.11
H  -32.84  -14.45  -8.87
H  -34.38  -14.44  -7.88
H  -33.08  -12.75  -10.87
H  -33.34  -14.17  -11.58
H  -34.45  -12.32  -12.92
H  -35.57  -13.45  -12.66
H  -35.55  -12.05  -11.57
H  -35.18  -15.78  -10.54
H  -36.43  -14.42  -10.84
H  -35.80  -15.93  -8.22
H  -37.19  -16.14  -9.35
H  -36.99  -14.60  -8.49
C  -38.69  -21.05  1.03
C  -38.63  -19.67  0.43
N  -37.24  -19.18  0.49
C  -37.08  -18.11  -0.51
C  -35.57  -17.91  -1.00
C  -36.82  -18.81  1.91
C  -37.70  -17.81  2.78
H  -39.73  -21.33  1.16
H  -38.28  -21.03  2.04
H  -38.14  -21.83  0.50
H  -38.84  -19.88  -0.61
H  -39.49  -19.11  0.81
H  -37.77  -18.26  -1.34
H  -37.37  -17.15  -0.09
H  -35.56  -17.05  -1.66
H  -34.94  -17.59  -0.17
H  -35.12  -18.75  -1.53
H  -35.85  -18.32  1.81
H  -36.65  -19.72  2.49
H  -37.30  -17.62  3.77
H  -38.66  -18.30  2.94
H  -37.82  -16.87  2.24
C  -29.83  -15.16  -5.45
C  -30.83  -15.86  -6.22
N  -31.97  -16.25  -5.36
C  -33.05  -16.65  -6.25
C  -32.87  -18.12  -6.79
C  -31.59  -17.20  -4.30
C  -32.63  -17.47  -3.27
H  -29.31  -14.41  -6.06
H  -28.97  -15.79  -5.22
H  -30.01  -14.48  -4.62
H  -31.20  -15.06  -6.85
H  -30.47  -16.63  -6.91
H  -33.16  -15.87  -7.00
H  -33.96  -16.69  -5.65
H  -32.99  -18.86  -6.00
H  -31.91  -18.32  -7.25
H  -33.68  -18.45  -7.45
H  -31.43  -18.19  -4.72
H  -30.70  -16.81  -3.80
H  -32.87  -16.65  -2.60
H  -33.60  -17.81  -3.65
H  -32.22  -18.30  -2.70
C  -29.75  -21.74  -6.53
S  -29.18  -20.17  -5.66
O  -27.87  -20.63  -4.95
C  -28.38  -19.35  -7.17
H  -30.19  -22.37  -5.77
H  -28.95  -22.27  -7.06
H  -30.45  -21.55  -7.35
H  -27.84  -18.49  -6.76
H  -29.08  -18.89  -7.86
H  -27.71  -19.90  -7.83
C  -37.43  -21.55  -6.54
S  -38.03  -19.84  -6.26
O  -37.35  -19.41  -4.94
C  -37.08  -19.00  -7.64
H  -38.02  -22.18  -5.88
H  -36.37  -21.78  -6.44
H  -37.68  -21.92  -7.54
H  -36.87  -17.96  -7.39
H  -37.68  -19.09  -8.55
H  -36.05  -19.34  -7.72
C  -27.80  -10.45  -9.53
S  -27.74  -11.98  -8.63
O  -28.40  -11.92  -7.30
C  -28.78  -12.90  -9.79
H  -28.84  -10.15  -9.41
H  -27.43  -10.54  -10.55
H  -27.16  -9.77  -8.98
H  -28.66  -12.60  -10.83
H  -29.84  -12.86  -9.52
H  -28.56  -13.97  -9.77
C  -32.88  -23.36  -3.13
S  -33.21  -22.53  -4.74
O  -33.76  -23.64  -5.72
C  -34.60  -21.40  -4.18
H  -33.70  -24.02  -2.81
H  -32.67  -22.70  -2.29
H  -32.04  -24.00  -3.39
H  -34.81  -20.54  -4.82
H  -34.22  -21.13  -3.19
H  -35.43  -22.11  -4.25
C  -26.80  -15.57  -7.50
S  -25.51  -15.59  -6.19
O  -26.38  -15.50  -4.96
C  -24.90  -17.36  -6.27
H  -26.51  -15.52  -8.55
H  -27.32  -14.63  -7.32
H  -27.46  -16.43  -7.52
H  -24.28  -17.32  -7.17
H  -25.84  -17.90  -6.37
H  -24.31  -17.68  -5.41
C  -33.40  -19.69  -10.70
S  -31.86  -20.33  -9.93
O  -31.13  -19.21  -9.21
C  -32.64  -21.30  -8.49
H  -33.99  -19.28  -9.88
H  -33.74  -20.62  -11.15
H  -33.19  -19.01  -11.53
H  -33.67  -21.38  -8.83
H  -32.49  -20.80  -7.54
H  -32.23  -22.31  -8.50

Formula: C36H96O36S12
Source: OMol25
Level of theory: ωB97M-V/def2-TZVPD

For the gap between HOMO and LUMO, the calculation gives 10.6 eV. Its max |F| is 4.37 eV/Å. The electronic energy comes out at -242607.1149 eV. The multiplicity is 1.

Element x y z (Å)
O  -5.04  -11.32  -5.15
S  -5.57  -10.46  -4.12
O  -5.43  -10.84  -2.71
O  -4.99  -8.97  -4.43
C  -4.20  -8.39  -3.49
C  -2.76  -8.74  -3.68
C  -7.26  -10.04  -4.43
H  -4.64  -8.37  -2.49
H  -4.13  -7.32  -3.71
H  -2.11  -8.04  -3.16
H  -2.50  -8.85  -4.73
H  -2.57  -9.72  -3.23
H  -7.25  -9.01  -4.78
H  -7.92  -10.43  -3.66
H  -7.43  -10.63  -5.33
O  0.82  2.17  9.90
S  0.33  3.41  9.25
O  -0.19  4.53  9.99
O  1.62  4.09  8.40
C  2.36  3.44  7.39
C  3.90  3.69  7.63
C  -0.86  2.94  7.80
H  2.09  4.01  6.50
H  2.11  2.38  7.31
H  4.15  4.71  7.92
H  4.61  3.26  6.92
H  4.20  3.00  8.42
H  -1.77  2.35  7.94
H  -0.32  2.31  7.10
H  -1.13  3.82  7.21
O  -5.93  4.99  -1.26
S  -7.09  5.21  -0.46
O  -7.17  6.39  0.48
O  -8.37  5.26  -1.43
C  -8.35  6.18  -2.49
C  -9.71  6.37  -3.11
C  -7.43  3.65  0.30
H  -7.64  5.89  -3.27
H  -7.98  7.13  -2.11
H  -9.55  6.71  -4.13
H  -10.18  7.08  -2.43
H  -10.16  5.40  -3.36
H  -7.79  2.95  -0.47
H  -8.19  3.80  1.06
H  -6.54  3.12  0.63
O  -1.46  11.61  0.19
S  -1.36  10.19  -0.19
O  -2.22  9.78  -1.29
O  0.20  9.80  -0.61
C  1.36  10.12  0.19
C  2.36  10.56  -0.98
C  -1.53  9.17  1.33
H  1.91  9.34  0.70
H  1.14  10.94  0.88
H  3.22  11.14  -0.65
H  1.97  11.10  -1.85
H  2.85  9.71  -1.44
H  -0.90  9.61  2.11
H  -1.20  8.13  1.22
H  -2.59  9.25  1.58
O  -2.79  -6.20  2.03
S  -1.82  -7.12  2.70
O  -0.43  -7.12  2.34
O  -1.95  -7.02  4.31
C  -1.55  -5.75  4.94
C  -2.54  -4.61  4.73
C  -2.44  -8.80  2.49
H  -0.52  -5.47  4.73
H  -1.72  -5.77  6.02
H  -3.58  -4.93  4.88
H  -2.57  -4.26  3.70
H  -2.19  -3.80  5.38
H  -2.45  -8.98  1.42
H  -3.44  -8.73  2.91
H  -1.84  -9.52  3.04
O  1.02  4.80  -7.42
S  -0.15  5.65  -7.30
O  -1.20  5.64  -8.33
O  -0.86  5.47  -5.75
C  -1.71  4.32  -5.40
C  -3.10  4.50  -6.05
C  0.29  7.43  -6.86
H  -1.74  4.32  -4.31
H  -1.37  3.36  -5.79
H  -3.66  5.38  -5.75
H  -3.71  3.61  -5.87
H  -3.04  4.63  -7.13
H  1.27  7.43  -6.39
H  -0.47  7.80  -6.17
H  0.34  8.02  -7.78
O  -8.76  -4.39  -0.99
S  -8.73  -3.85  0.42
O  -9.72  -2.92  0.89
O  -8.72  -5.08  1.52
C  -8.18  -6.37  1.01
C  -8.29  -7.26  2.20
C  -7.00  -3.26  0.82
H  -7.18  -6.23  0.60
H  -8.75  -6.76  0.17
H  -7.86  -8.23  1.95
H  -9.33  -7.53  2.41
H  -7.85  -6.84  3.11
H  -6.53  -2.82  -0.06
H  -6.44  -4.12  1.19
H  -7.19  -2.62  1.69
O  6.37  4.26  1.98
S  7.77  3.86  1.95
O  8.57  4.17  0.78
O  8.51  4.52  3.30
C  9.88  4.98  3.30
C  10.48  4.44  4.59
C  7.94  2.12  2.51
H  9.74  6.06  3.19
H  10.43  4.63  2.42
H  9.75  4.58  5.39
H  11.32  5.03  4.96
H  10.78  3.41  4.39
H  7.09  1.96  3.17
H  8.90  1.82  2.94
H  7.77  1.49  1.64
O  -1.40  2.37  1.87
S  -0.22  1.73  1.32
O  0.84  1.22  2.14
O  -0.77  0.50  0.37
C  0.12  -0.65  0.27
C  -0.54  -1.58  -0.69
C  0.53  2.86  0.05
H  0.23  -1.14  1.24
H  1.15  -0.44  0.00
H  -0.67  -1.24  -1.72
H  -1.56  -1.75  -0.34
H  -0.09  -2.55  -0.88
H  1.35  3.46  0.46
H  -0.29  3.45  -0.36
H  1.00  2.31  -0.76
O  6.77  -4.44  4.74
S  6.22  -3.88  5.99
O  6.44  -2.46  6.36
O  4.62  -4.29  6.10
C  3.88  -3.97  7.29
C  3.17  -2.63  6.90
C  6.84  -4.82  7.53
H  4.53  -3.90  8.16
H  3.20  -4.78  7.54
H  3.20  -2.46  5.82
H  3.71  -1.84  7.41
H  2.16  -2.64  7.32
H  6.94  -4.34  8.51
H  7.90  -4.95  7.32
H  6.37  -5.80  7.64
O  4.41  -5.06  -9.61
S  4.05  -4.65  -8.25
O  5.00  -3.89  -7.45
O  2.57  -3.87  -8.31
C  1.91  -3.46  -7.12
C  0.81  -2.52  -7.54
C  3.59  -6.16  -7.39
H  2.60  -3.02  -6.40
H  1.46  -4.36  -6.71
H  0.30  -2.81  -8.46
H  1.14  -1.49  -7.53
H  0.00  -2.55  -6.82
H  2.57  -6.44  -7.65
H  3.67  -5.84  -6.36
H  4.24  -7.03  -7.46
O  3.67  1.31  -4.19
S  5.06  1.41  -3.81
O  5.29  1.35  -2.36
O  5.96  0.22  -4.66
C  7.01  -0.41  -4.00
C  6.49  -1.55  -3.11
C  5.87  3.00  -4.43
H  7.47  0.28  -3.29
H  7.68  -0.81  -4.76
H  5.70  -2.11  -3.60
H  5.98  -1.07  -2.28
H  7.24  -2.22  -2.69
H  5.18  3.84  -4.39
H  6.10  2.85  -5.49
H  6.83  2.86  -3.93

Q: Which of these has the highest max |F|?
A: C36H96N4O6S6

Q: Which of these has the lowest electronic energy?
A: C36H96O36S12